# CH5N2O3

An isolated ion of composition CH5N2O3 and charge +1 in a non-equilibrium geometry (the ωB97M-V functional and the def2-TZVPD basis, the Open Molecules 2025 dataset).

The geometry in ORCA input format:
```
! wB97M-V def2-TZVPD RIJCOSX def2/J DEFGRID3
* xyz 1 1
C -0.391 -1.652 -0.612
N 0.317 1.679 0.570
N -0.355 0.798 -0.035
O -1.389 0.897 -0.581
O 1.496 1.481 1.166
O 0.314 -0.630 -0.008
H 0.272 -2.106 -1.354
H -1.287 -1.280 -1.124
H -0.693 -2.373 0.152
H 0.012 2.661 0.576
H 1.704 0.526 1.248
*
```

Electronic energy   -375.81595 hartree
LUMO   -5.79 eV
HOMO-LUMO gap   10.6413 eV
Structure (SMILES)   CO[N+](=O)NO

---

# CH5N2O3S

A 2-piece molecular cluster, CH5N2O3S overall in a non-equilibrium geometry (the ωB97M-V functional and the def2-TZVPD basis, the Open Molecules 2025 dataset).

The geometry in ORCA input format:
```
! wB97M-V def2-TZVPD RIJCOSX def2/J DEFGRID3
* xyz -1 1
C -1.506 0.878 0.241
N -0.795 -1.298 -0.136
N -0.899 -0.288 0.798
O 3.064 0.563 0.959
O 1.691 0.836 -1.087
O 2.117 -1.437 -0.193
S 1.991 0.013 0.107
H -0.860 1.356 -0.512
H -2.464 0.635 -0.248
H -1.693 1.580 1.053
H 0.001 -1.887 0.107
H -0.649 -0.952 -1.090
*
```

Electronic energy   -774.49380 hartree
LUMO (alpha / beta)   4.14 / 3.88 eV
HOMO-LUMO gap (alpha / beta)   7.6165 / 8.1100 eV

---

# CH5N2O4S2

CH5N2O4S2 as an isolated structure in a non-equilibrium geometry (the ωB97M-V functional and the def2-TZVPD basis, the Open Molecules 2025 dataset).

The geometry in ORCA input format:
```
! wB97M-V def2-TZVPD RIJCOSX def2/J DEFGRID3
* xyz -1 1
C 0.339 0.223 -0.429
N 1.434 -0.415 -0.756
N 0.113 -0.188 1.811
O 0.207 2.416 1.001
O -0.577 -1.900 -1.805
O -1.561 1.595 -0.677
O -1.899 -1.015 -0.012
S -0.029 1.952 -0.450
S -1.186 -0.428 -1.148
H 0.397 -1.796 -1.502
H 2.254 0.138 -0.838
H 0.849 -0.949 1.679
H 0.306 0.779 1.937
H -0.648 -0.412 1.188
*
```

Electronic energy   -1247.89474 hartree
LUMO   3.31 eV
HOMO-LUMO gap   7.9274 eV

---

# CH5N2S

A 2-piece molecular cluster, CH5N2S overall in a non-equilibrium geometry (the ωB97M-V functional and the def2-TZVPD basis, the Open Molecules 2025 dataset).

The geometry in ORCA input format:
```
! wB97M-V def2-TZVPD RIJCOSX def2/J DEFGRID3
* xyz -1 1
S -2.110 1.140 -0.051
H -2.512 2.377 -0.385
N 0.321 -0.597 1.062
C 0.770 -0.308 -0.180
N 1.389 -1.106 -0.938
H 0.037 -1.546 1.234
H -0.142 0.123 1.565
H 0.643 0.742 -0.430
H 1.604 -0.825 -1.878
*
```

Electronic energy   -548.83034 hartree
LUMO   4.58 eV
HOMO-LUMO gap   7.3524 eV